{
  "formula": "C21H61BO18",
  "method": "the ωB97M-V functional and the def2-TZVPD basis",
  "smiles": "BCOCCOCC.OCCO.OCCO.OCCO.OCCO.OCCO.OCCO.OCCO.OCCO",
  "e_homo_ev": -9.3,
  "species": ["B", "C", "O", "C", "C", "O", "C", "C", "H", "H", "H", "H", "H", "H", "H", "H", "H", "H", "H", "H", "H", "O", "C", "C", "O", "H", "H", "H", "H", "H", "H", "O", "C", "C", "O", "H", "H", "H", "H", "H", "H", "O", "C", "C", "O", "H", "H", "H", "H", "H", "H", "O", "C", "C", "O", "H", "H", "H", "H", "H", "H", "O", "C", "C", "O", "H", "H", "H", "H", "H", "H", "O", "C", "C", "O", "H", "H", "H", "H", "H", "H", "O", "C", "C", "O", "H", "H", "H", "H", "H", "H", "O", "C", "C", "O", "H", "H", "H", "H", "H", "H"],
  "xyz": [[0.39888, -2.28615, 2.61574], [0.56027, -3.67857, 3.29093], [1.67079, -3.68578, 4.17504], [1.87871, -4.93397, 4.77605], [3.29805, -5.04870, 5.35214], [4.19531, -4.20846, 4.67616], [5.44926, -4.76602, 4.31985], [5.68619, -4.61429, 2.81913], [0.78150, -1.31760, 3.19280], [-0.11750, -2.20914, 1.55184], [0.70050, -4.45234, 2.52604], [-0.37079, -3.91604, 3.83493], [1.70443, -5.73757, 4.04762], [1.15477, -5.07986, 5.58882], [3.60443, -6.09426, 5.26264], [3.28052, -4.79395, 6.41653], [5.51975, -5.81155, 4.62928], [6.22220, -4.22248, 4.87090], [6.13863, -3.64667, 2.61286], [4.70976, -4.62898, 2.33118], [6.28562, -5.42840, 2.41876], [-2.31773, -0.36292, 1.02254], [-2.44051, -0.05060, 2.40622], [-3.69212, 0.76167, 2.65824], [-4.83982, 0.08257, 2.18687], [-2.12865, 0.45770, 0.54662], [-2.51180, -1.00910, 2.92330], [-1.55323, 0.48044, 2.76738], [-3.82179, 0.94272, 3.72617], [-3.60521, 1.73217, 2.14949], [-4.60074, -0.30108, 1.33367], [-6.32676, -0.34173, -0.32058], [-7.53518, -0.84314, 0.25081], [-7.98536, -2.08899, -0.47903], [-6.97734, -3.08643, -0.44907], [-6.52402, 0.02774, -1.18680], [-7.29084, -1.07856, 1.28568], [-8.31709, -0.07802, 0.23792], [-8.87586, -2.50686, -0.00910], [-8.22880, -1.84034, -1.52168], [-6.14113, -2.62357, -0.57688], [-1.96577, 2.03672, -0.51970], [-2.45321, 3.38618, -0.62297], [-3.04954, 3.60167, -1.99282], [-4.09999, 2.68304, -2.24727], [-1.18690, 1.95197, -1.07899], [-3.21866, 3.48839, 0.14432], [-1.65102, 4.09580, -0.42542], [-3.46082, 4.60627, -2.07398], [-2.26672, 3.48669, -2.75728], [-3.81796, 1.83736, -1.87974], [2.37750, 5.43670, -2.73754], [2.23987, 5.76299, -1.35695], [0.92955, 6.47902, -1.12368], [-0.15452, 5.67355, -1.58210], [2.53105, 6.25486, -3.23078], [2.24397, 4.81355, -0.82231], [3.08074, 6.36836, -1.00476], [0.77278, 6.67383, -0.06252], [0.92698, 7.43596, -1.66080], [0.14827, 5.26794, -2.40539], [4.69750, -9.02300, -0.83879], [5.25873, -7.77761, -1.25429], [5.49992, -6.88047, -0.06130], [6.35378, -7.50997, 0.88080], [3.79132, -8.86548, -0.55640], [6.20721, -8.02470, -1.72949], [4.61314, -7.28560, -1.98812], [5.97611, -5.95000, -0.37116], [4.54202, -6.63624, 0.41894], [6.08872, -8.43706, 0.90804], [-2.59192, 6.70628, -0.33418], [-3.08206, 8.04419, -0.40812], [-3.69544, 8.31359, -1.76418], [-4.75917, 7.41537, -2.02765], [-1.80649, 6.63991, -0.89458], [-3.84399, 8.13246, 0.36574], [-2.28083, 8.76044, -0.19666], [-4.10531, 9.32315, -1.80657], [-2.92369, 8.21968, -2.54133], [-4.48240, 6.55816, -1.68464], [6.26134, 6.40117, -4.20582], [5.80839, 6.67475, -5.53193], [4.30423, 6.54907, -5.60100], [3.69539, 7.42437, -4.65704], [6.15135, 5.46030, -4.03516], [6.10699, 7.70119, -5.74020], [6.28916, 6.01270, -6.25764], [3.93184, 6.81750, -6.58897], [4.00883, 5.51387, -5.38574], [4.26736, 7.39917, -3.87769], [-0.77280, -4.48033, 0.32288], [-1.37837, -5.76328, 0.48117], [-2.07261, -6.18425, -0.79459], [-1.15900, -6.20072, -1.87959], [-1.47037, -3.81663, 0.28265], [-0.56103, -6.45068, 0.70002], [-2.07588, -5.76431, 1.32490], [-2.48382, -7.18880, -0.69416], [-2.89784, -5.49305, -1.01281], [-0.60211, -5.42074, -1.77070]]
}

***

{
  "formula": "C21H61Cl2N13O16P2",
  "method": "the ωB97M-V functional and the def2-TZVPD basis",
  "smiles": "CN(C)P(=O)(N(C)C)N(C)C.CN(C)P(=O)(N(C)C)N(C)C.C[N+](=O)[O-].C[N+](=O)[O-].C[N+](=O)[O-].C[N+](=O)[O-].C[N+](=O)[O-].C[N+](=O)[O-].C[N+](=O)[O-].ClCCCl",
  "e_homo_ev": -8.6,
  "species": ["C", "N", "C", "P", "O", "N", "C", "C", "N", "C", "C", "H", "H", "H", "H", "H", "H", "H", "H", "H", "H", "H", "H", "H", "H", "H", "H", "H", "H", "C", "N", "C", "P", "O", "N", "C", "C", "N", "C", "C", "H", "H", "H", "H", "H", "H", "H", "H", "H", "H", "H", "H", "H", "H", "H", "H", "H", "H", "C", "N", "O", "O", "H", "H", "H", "C", "N", "O", "O", "H", "H", "H", "C", "N", "O", "O", "H", "H", "H", "C", "N", "O", "O", "H", "H", "H", "C", "N", "O", "O", "H", "H", "H", "C", "N", "O", "O", "H", "H", "H", "C", "N", "O", "O", "H", "H", "H", "Cl", "C", "C", "Cl", "H", "H", "H", "H"],
  "xyz": [[-1.50322, 4.88156, -5.85548], [-0.32023, 4.40081, -6.45376], [0.50650, 5.39731, -7.13843], [0.30183, 2.78962, -6.09979], [1.56445, 2.51756, -6.89254], [0.54155, 2.68091, -4.37579], [0.99947, 3.81923, -3.57459], [1.06362, 1.37448, -3.90709], [-1.01380, 1.71897, -6.37778], [-2.21156, 1.53413, -5.48874], [-1.14016, 0.93966, -7.63765], [-2.47057, 4.76667, -6.34449], [-1.38653, 5.95942, -5.74276], [-1.49763, 4.46254, -4.84925], [1.35316, 5.72428, -6.53480], [-0.09272, 6.26114, -7.42626], [0.88173, 4.91908, -8.04320], [0.78427, 4.75504, -4.09037], [0.40361, 3.91490, -2.66689], [2.06484, 3.83598, -3.34486], [2.09683, 1.40700, -4.25279], [0.95517, 1.19193, -2.83798], [0.57967, 0.58968, -4.48846], [-2.10721, 2.27686, -4.69782], [-3.14976, 1.79638, -5.97776], [-2.21320, 0.57811, -4.96517], [-1.34185, -0.09848, -7.37365], [-0.19214, 0.89154, -8.17340], [-1.96105, 1.26868, -8.27483], [8.28659, 0.49087, 2.86599], [7.39037, -0.57515, 3.48145], [7.67898, -1.95041, 3.10692], [5.76086, -0.17604, 3.92759], [5.12053, -1.21098, 4.75280], [6.06194, 1.28594, 4.72559], [6.58314, 1.26883, 6.09110], [6.10368, 2.57604, 4.09287], [4.89457, 0.22941, 2.51965], [3.64454, 0.94420, 2.73424], [4.90763, -0.52247, 1.28352], [9.28393, 0.14098, 2.59960], [8.33796, 1.28864, 3.60696], [7.78865, 0.86873, 1.97303], [7.26226, -2.59213, 3.88322], [8.74010, -2.18273, 3.01673], [7.14229, -2.18427, 2.18748], [7.10587, 0.33670, 6.30559], [7.21304, 2.14881, 6.22130], [5.76712, 1.33814, 6.81042], [5.22390, 3.21211, 4.19036], [6.94702, 3.15091, 4.47552], [6.30678, 2.37464, 3.04106], [3.77921, 1.64905, 3.55470], [3.38368, 1.50967, 1.83964], [2.87539, 0.26382, 3.09975], [4.63460, 0.11687, 0.44401], [4.12220, -1.27825, 1.28324], [5.89967, -0.92515, 1.07906], [-7.83760, -0.08730, -2.51779], [-7.53976, 1.27750, -1.97468], [-8.35255, 2.18621, -2.33559], [-6.54043, 1.31018, -1.28269], [-8.92477, -0.16247, -2.49561], [-7.48424, -0.84709, -1.82068], [-7.42169, -0.23649, -3.51421], [-2.17329, -0.79292, 0.55040], [-2.18722, 0.60157, 1.05924], [-1.66940, 1.47213, 0.41795], [-2.73430, 0.80102, 2.12878], [-1.56244, -0.90652, -0.34518], [-3.21719, -0.95841, 0.28397], [-2.01674, -1.56129, 1.30750], [-4.19299, 0.59184, 6.95976], [-4.18896, 2.05577, 6.71119], [-5.09336, 2.58338, 6.13044], [-3.26444, 2.70392, 7.21472], [-3.76102, 0.13772, 6.06797], [-5.16102, 0.19449, 7.26492], [-3.47525, 0.37777, 7.75166], [-6.07639, 5.44852, 1.33727], [-6.39637, 6.42384, 2.39475], [-5.67153, 7.37184, 2.63346], [-7.35172, 6.14128, 3.10320], [-5.43737, 4.61587, 1.63129], [-5.51107, 6.07283, 0.64533], [-7.00494, 5.05417, 0.92450], [1.74224, -6.77513, -0.87979], [2.07186, -5.47083, -0.28523], [3.11193, -5.33909, 0.24960], [1.34723, -4.53921, -0.53324], [0.65517, -6.82041, -0.81405], [2.17483, -7.56171, -0.26151], [2.00746, -6.85949, -1.93364], [-1.88932, -3.90876, -4.59421], [-3.24461, -3.71808, -4.10915], [-3.40546, -3.76831, -2.89964], [-4.13329, -3.49343, -4.82746], [-1.29255, -4.09413, -3.70113], [-1.53222, -2.96491, -5.00620], [-1.78049, -4.80288, -5.20805], [-5.69350, -6.59787, 0.90667], [-4.56954, -5.74975, 1.27979], [-4.74361, -4.69953, 1.81324], [-3.45818, -6.15702, 1.07066], [-5.72967, -6.41838, -0.16784], [-6.56283, -6.25549, 1.46804], [-5.55108, -7.66228, 1.09334], [-0.27954, -3.56834, 5.07359], [1.22034, -4.33722, 4.60043], [2.13015, -4.67083, 5.73439], [1.51337, -6.04266, 6.59141], [1.84844, -3.63653, 4.05033], [1.03610, -5.21488, 3.98084], [2.43015, -3.93134, 6.47684], [3.08317, -4.96262, 5.29313]]
}